#P
This record from the Open Molecules 2025 dataset describes C4H11NO3 as an isolated structure. The level of theory is the ωB97M-V functional and the def2-TZVPD basis.

The geometry in XYZ format:
```
19
Properties=species:S:1:pos:R:3:lowdin_charge:R:1
H 0.7370 1.2484 0.6616 0.12
O 0.4469 1.5015 1.9032 -0.18
N 0.8179 0.3627 -0.3070 -0.08
H 0.4428 2.3979 2.2581 0.05
H 0.7955 0.8309 -1.2794 0.18
C -0.5094 -0.4465 -0.1482 -0.24
H -0.3870 -1.3117 0.6290 0.16
C -1.7958 0.5986 0.2476 -0.57
O -2.4363 1.1204 -0.6128 0.08
O -1.8324 0.7982 1.5109 -0.02
H -0.8264 1.2194 2.0769 0.13
C 1.9926 -0.5518 -0.0795 -0.07
H 2.7263 -0.1305 0.6168 0.08
H 1.5661 -1.5688 0.2593 0.11
H 2.5327 -0.7760 -1.0771 0.10
C -0.9148 -1.1447 -1.4049 -0.10
H -0.2988 -0.9453 -2.2349 0.05
H -0.9680 -2.2251 -1.3336 0.06
H -2.0888 -0.9777 -1.6860 0.14
```

Values from the calculation:
Kohn-Sham gap (eV): 9.9
Charge: 0
E_LUMO (eV): 0.57

#Q
This record from the Open Molecules 2025 dataset describes a 4-piece molecular cluster, C4H11NO3 overall. The level of theory is the ωB97M-V functional and the def2-TZVPD basis.

The geometry in XYZ format:
```
19
Properties=species:S:1:pos:R:3:lowdin_charge:R:1
C 0.6938 -0.4633 -0.8260 -0.13
C 0.9178 -1.0221 0.4638 -0.12
C 2.2073 -0.6322 0.8603 -0.16
N 2.7356 0.0389 -0.1296 -0.03
C 1.8781 0.1828 -1.2155 -0.12
H -0.3018 -0.5343 -1.4253 0.12
H 0.2878 -1.6345 1.0979 0.10
H 2.8408 -0.7173 1.7908 0.14
H 3.5906 0.5535 -0.3562 0.16
H 2.1793 0.7481 -2.0938 0.10
O -2.8522 0.5818 0.6160 -0.09
H -3.3154 0.2874 1.4216 0.07
H -1.9688 0.9246 0.9535 0.03
O -2.4464 -1.3258 -1.2209 -0.15
H -3.1546 -1.5633 -1.9582 0.10
H -2.7812 -0.6353 -0.6140 -0.03
O -0.4280 1.7224 1.2219 -0.10
H -0.1397 2.5027 0.6267 0.11
H 0.0570 0.9857 0.7871 0.00
```

Values from the calculation:
Kohn-Sham gap (eV): 9.2
Charge: 0
SMILES string: c1cc[nH]c1.O.O.O
E_LUMO (eV): 0.72

Which structure wins on stability? #Q wins.

#P
This record from the Open Molecules 2025 dataset describes a 2-piece molecular cluster, C4H11NO3 overall. The level of theory is the ωB97M-V functional and the def2-TZVPD basis.

The geometry in XYZ format:
```
19
Properties=species:S:1:pos:R:3:lowdin_charge:R:1
N 2.4658 -1.5725 -0.0802 0.12
C 1.8198 -0.3319 -0.4688 -0.50
O 2.2897 0.5887 0.0976 0.09
C 0.5488 -0.4993 -1.2613 -0.19
C -0.6623 -1.0262 -0.5495 -0.16
C -1.3287 0.2926 -0.2272 -0.27
O -2.6184 0.3726 -0.8498 -0.07
H 2.2964 -2.3698 -0.7313 0.10
H 3.3691 -1.5889 0.2616 0.05
H 0.2255 0.2264 -2.0410 0.13
H 0.7822 -1.3413 -1.9850 0.12
H -1.3982 -1.5399 -1.2679 0.15
H -0.3055 -1.6936 0.2923 0.14
H -1.5813 0.4504 0.8509 0.09
H -0.8068 1.2113 -0.6672 0.14
H -2.6279 1.0496 -1.5096 0.07
O -1.7486 1.9006 2.9335 -0.08
H -0.8554 1.4743 2.9191 0.05
H -2.0056 1.6230 2.0299 0.00
```

Values from the calculation:
Kohn-Sham gap (eV): 10.8
Charge: 0
SMILES string: NC(=O)CCCO.O
E_LUMO (eV): 0.62

#Q
This record from the Open Molecules 2025 dataset describes a 4-piece molecular cluster, C4H11NO3 overall. The level of theory is the ωB97M-V functional and the def2-TZVPD basis.

The geometry in XYZ format:
```
19
Properties=species:S:1:pos:R:3:lowdin_charge:R:1
C -0.1892 0.8542 0.5829 -0.13
C -0.6154 -0.5254 0.7847 -0.12
C -2.0301 -0.4649 0.7603 -0.15
N -2.4370 0.8073 0.4937 -0.03
C -1.3670 1.6523 0.3468 -0.12
H 0.7582 1.3156 0.2919 0.09
H 0.0030 -1.4889 0.6137 0.13
H -2.8340 -1.1936 1.0009 0.12
H -3.4092 1.0116 0.3791 0.14
H -1.5633 2.7690 0.3148 0.13
O 2.5547 -0.1062 -0.8669 -0.10
H 3.4309 -0.3550 -1.2017 0.06
H 1.9363 -0.0733 -1.6910 0.08
O 2.2627 -1.1902 1.6615 -0.11
H 1.9298 -0.4857 2.3062 0.07
H 2.3928 -0.7219 0.8386 -0.05
O 0.0327 -0.4650 -2.3512 -0.01
H -0.5623 -1.1173 -2.7248 0.06
H -0.2937 -0.2226 -1.5394 -0.06
```

Values from the calculation:
Kohn-Sham gap (eV): 9.2
Charge: 0
SMILES string: c1cc[nH]c1.O.O.O
E_LUMO (eV): 0.72

#R
This record from the Open Molecules 2025 dataset describes a 3-piece molecular cluster, C4H11NO3 overall. The level of theory is the ωB97M-V functional and the def2-TZVPD basis.

The geometry in XYZ format:
```
19
Properties=species:S:1:pos:R:3:lowdin_charge:R:1
O 0.9870 -1.7557 -1.6872 -0.29
C 0.9234 0.3319 1.8806 -0.46
O 1.0570 1.5615 2.0979 0.02
C -0.4129 -0.2541 1.6047 0.15
C 0.7986 -0.1234 0.2952 -0.14
C 0.2580 1.0003 -0.6125 -0.23
N -0.4862 0.5380 -1.7328 0.20
H 1.5913 -0.3272 2.5014 0.17
H -0.5610 -1.3222 1.5972 0.11
H -1.3573 0.2494 1.4025 0.09
H 1.8672 -0.1981 0.0616 0.16
H 0.4196 -1.0477 -0.2546 0.11
H 1.1232 1.6135 -0.9297 0.16
H -0.4578 1.6014 -0.0421 0.12
H -0.1765 -0.3304 -2.1842 0.08
H -1.4874 0.5836 -1.4271 0.03
H -3.1681 -0.2339 -0.2585 -0.01
H 1.6254 -2.3862 -2.0434 -0.03
O -2.5435 0.4993 -0.2687 -0.23
```

Values from the calculation:
Kohn-Sham gap (eV): 4.4
Charge: 0
E_LUMO (eV): -4.74

Which structure wins on stability? #Q wins.

#P
This record from the Open Molecules 2025 dataset describes a 2-piece molecular cluster, C4H11NO3 overall. The level of theory is the ωB97M-V functional and the def2-TZVPD basis.

The geometry in XYZ format:
```
19
Properties=species:S:1:pos:R:3:lowdin_charge:R:1
C -1.3143 -1.0238 -0.4855 -0.04
C -1.0940 0.3620 -0.8634 -0.47
C -2.1527 1.3691 -0.4971 -0.01
O -0.0152 0.7619 -1.3351 0.00
H -0.5213 -1.1840 0.4563 0.11
H -2.3465 -1.2734 -0.2599 0.08
H -0.8840 -1.7233 -1.1998 0.09
H -1.7072 2.3442 -0.3061 0.08
H -2.8371 1.4664 -1.3424 0.09
H -2.7299 1.0531 0.3697 0.08
N 2.0811 0.9095 0.8570 0.11
C 2.1191 -0.4396 0.5532 -0.43
O 0.7837 -1.1405 1.3361 -0.16
O 2.0417 -0.7421 -0.7399 0.02
H 1.3701 1.4132 0.3370 0.08
H 2.0378 1.0958 1.8484 0.10
H 2.9374 -0.9657 1.0477 0.14
H 0.9390 -2.0925 1.3803 0.06
H 1.2925 -0.1902 -1.1567 0.08
```

Values from the calculation:
Kohn-Sham gap (eV): 10.4
Charge: 0
SMILES string: CC(C)=O.NC(O)O
E_LUMO (eV): 0.85

#Q
This record from the Open Molecules 2025 dataset describes a 2-piece molecular cluster, C4H11NO3 overall. The level of theory is the ωB97M-V functional and the def2-TZVPD basis.

The geometry in XYZ format:
```
19
Properties=species:S:1:pos:R:3:lowdin_charge:R:1
H -2.1939 -0.8332 0.9729 0.07
N -1.2344 -0.5321 1.1217 0.12
C -0.4623 -0.6778 0.1527 -0.39
C -0.7011 -1.2599 -1.2010 -0.03
C 1.2021 -0.6373 0.5866 -0.37
O 1.5952 -1.9652 0.3574 0.00
O 2.2001 0.2181 0.0650 0.00
H -0.0218 -0.8282 -1.9312 0.08
H -0.5293 -2.3339 -1.1502 0.09
H -1.7297 -1.0749 -1.5043 0.09
H 1.1744 -0.4092 1.6596 0.14
H 2.4171 -2.1409 0.8351 0.11
H 2.2634 0.0505 -0.8834 0.11
C -0.9289 2.3078 0.2732 -0.15
O -0.3059 1.4479 -0.6540 -0.17
H -1.7919 2.7603 -0.2187 0.08
H -0.2419 3.0968 0.5950 0.08
H -1.2607 1.7433 1.1552 0.06
H 0.5495 1.0678 -0.2315 0.08
```

Values from the calculation:
Kohn-Sham gap (eV): 10.1
Charge: 0
SMILES string: [H]/N=C(\C)C(O)O.CO
E_LUMO (eV): 0.67

Which structure wins on stability? #P wins.

#P
This record from the Open Molecules 2025 dataset describes a 3-piece molecular cluster, C4H11NO3 overall. The level of theory is the ωB97M-V functional and the def2-TZVPD basis.

The geometry in XYZ format:
```
19
Properties=species:S:1:pos:R:3:lowdin_charge:R:1
C 0.7580 -0.8423 -0.0677 -0.13
N 1.2215 0.3912 0.5179 0.22
C 0.6773 1.1698 1.6812 -0.73
O -0.2205 0.5801 2.2888 0.04
O 1.2821 2.2038 1.9080 0.04
C -0.4647 -1.6070 0.4495 -0.19
C -1.7081 -0.9784 -0.2213 -0.06
H 0.5627 -0.6049 -1.1709 0.12
H 1.6419 -1.4895 -0.0862 0.18
H 1.5152 1.0209 -0.2267 0.09
H 0.7165 2.6727 -0.8907 0.05
H -0.5468 -1.4814 1.5326 0.11
H -0.2816 -2.6513 0.1678 0.11
H -1.1885 -0.5159 -1.0739 0.02
H -2.3546 -1.7929 -0.5333 0.08
H -2.1235 -0.3193 0.5399 0.09
H 0.2046 2.9206 -0.4108 0.08
H 0.3878 0.7319 -2.6227 0.05
O -0.0794 0.5920 -1.7814 -0.17
```

Values from the calculation:
Kohn-Sham gap (eV): 5.0
Charge: 0
E_LUMO (eV): -4.66

#Q
This record from the Open Molecules 2025 dataset describes a 2-piece molecular cluster, C4H11NO3 overall. The level of theory is the ωB97M-V functional and the def2-TZVPD basis.

The geometry in XYZ format:
```
19
Properties=species:S:1:pos:R:3:lowdin_charge:R:1
N 2.4425 -1.3766 0.6285 0.16
C 2.2682 -0.7553 -0.5785 -0.51
O 3.0941 -0.4638 -1.4085 0.06
C 0.6893 -0.4162 -0.7965 -0.13
C -0.2909 -0.3115 0.3812 -0.18
C -1.6797 0.3096 -0.1202 -0.21
O -2.2907 -0.3203 -1.3292 -0.15
H 1.8107 -2.0126 0.9178 0.04
H 3.3630 -1.7092 0.9361 0.12
H 0.6676 0.5350 -1.4690 0.14
H 0.3356 -1.3294 -1.3244 0.12
H -0.4531 -1.3312 0.7673 0.11
H 0.2252 0.3693 1.0804 0.11
H -2.4187 0.1855 0.5506 0.06
H -1.6547 1.3701 -0.3590 0.11
H -1.7910 0.1721 -2.1469 0.15
O -3.0373 2.6205 2.5060 -0.09
H -2.9127 3.5473 2.1866 0.06
H -2.3197 2.1879 2.9987 0.04
```

Values from the calculation:
Kohn-Sham gap (eV): 10.4
Charge: 0
SMILES string: NC(=O)CCCO.O
E_LUMO (eV): 0.60

Which structure wins on stability? #Q wins.

#P
This record from the Open Molecules 2025 dataset describes a 2-piece molecular cluster, C4H11NO3 overall. The level of theory is the ωB97M-V functional and the def2-TZVPD basis.

The geometry in XYZ format:
```
19
Properties=species:S:1:pos:R:3:lowdin_charge:R:1
O 1.9036 2.7453 -0.7569 0.01
C 1.0624 2.3308 0.0019 -0.37
N 1.1795 1.0701 0.5243 0.01
C 0.2355 0.3432 1.4013 -0.16
C -0.4307 -0.7760 0.5923 -0.19
C 0.0937 -2.2164 0.7893 -0.23
O -0.6812 -3.1465 0.0233 -0.08
H 0.1856 2.9093 0.3171 0.13
H 1.9776 0.6219 0.0945 0.14
H 0.7850 0.1049 2.3061 0.12
H -0.5342 1.0803 1.6275 0.11
H -0.4343 -0.5670 -0.4713 0.10
H -1.5119 -0.7399 0.8226 0.11
H 1.0339 -2.3395 0.2569 0.13
H -0.1093 -2.4168 1.8433 0.12
H -1.6111 -3.0330 0.0766 0.05
O -2.3463 0.2225 -2.1295 -0.05
H -3.0267 -0.2760 -1.6283 0.05
H -2.7877 1.0431 -2.2874 0.02
```

Values from the calculation:
Kohn-Sham gap (eV): 10.0
Charge: 0
SMILES string: O=CNCCCO.O
E_LUMO (eV): 0.43

#Q
This record from the Open Molecules 2025 dataset describes a 2-piece molecular cluster, C4H11NO3 overall. The level of theory is the ωB97M-V functional and the def2-TZVPD basis.

The geometry in XYZ format:
```
19
Properties=species:S:1:pos:R:3:lowdin_charge:R:1
O 1.3072 -0.7370 -1.3735 0.04
C 0.4932 -0.4250 -0.4214 -0.49
N -0.8493 -0.3023 -0.8937 0.15
C -1.7203 0.4574 0.0015 -0.41
O -1.2040 1.1098 1.0091 -0.14
C 0.4654 -1.7003 0.5740 -0.09
C 1.8486 -1.8597 1.2004 -0.07
H -0.8488 -0.0469 -1.8809 0.17
H -2.3820 1.1502 -0.5809 0.15
H -2.5081 -0.3164 0.2479 0.16
H -0.7101 2.2272 0.4582 -0.01
H -0.3506 -1.5543 1.2875 0.12
H 0.1267 -2.4592 -0.1216 0.12
H 2.0566 -1.0607 1.9248 0.09
H 1.9978 -2.8735 1.5737 0.09
H 2.5571 -1.5952 0.4157 0.07
H -0.0352 3.7189 -0.1130 0.01
H 0.6363 0.4630 0.2238 0.21
O -0.2648 2.8139 -0.3491 -0.17
```

Values from the calculation:
Kohn-Sham gap (eV): 5.1
Charge: 0
E_LUMO (eV): -3.86

Which structure wins on stability? #P wins.